Computed, not measured: a molecular structure, C40H75AlBF3NO14S6Si, with wB97M-V/def2-TZVPD.

Values from the calculation:
electronic energy = -161163.0693 eV
spin multiplicity = 1
net charge = -1

Each line ends with the Löwdin charge.
Positions of all 142 atoms, in Å:
C1 -2.363 0.576 0.096  -0.119
C2 -1.125 1.558 0.369  -0.370
N1 -0.133 1.633 -0.740  -0.102
Al1 0.445 -0.083 -1.364  0.363
C3 2.401 0.196 -2.048  -0.120
C4 3.226 0.995 -0.962  -0.394
O1 3.968 0.404 -0.127  -0.005
F1 3.143 2.431 -0.972  -0.028
B1 -0.677 -0.554 -3.039  -0.408
C5 -1.797 -1.731 -3.172  -0.106
O2 -0.435 0.276 -4.242  -0.073
C6 0.537 -1.544 0.075  -0.335
F2 0.457 -0.979 1.422  -0.095
F3 -0.550 -2.485 -0.203  -0.089
C7 1.918 -2.399 0.057  -0.182
C8 1.735 -3.937 0.484  -0.262
Si1 1.364 -4.225 2.342  0.579
C9 1.895 -2.791 3.497  -0.197
C10 2.319 -5.791 2.922  -0.224
C11 -0.538 -4.621 2.453  -0.219
C12 -1.036 -6.085 2.341  -0.085
C13 -2.583 -6.326 2.391  -0.094
C14 -3.621 -5.159 2.544  -0.084
C15 -3.104 -3.702 2.697  -0.073
C16 -1.568 -3.476 2.643  -0.066
H1 -2.707 0.544 -1.000  0.079
H2 -3.261 1.018 0.682  0.070
H3 -2.220 -0.481 0.543  0.069
H4 -1.578 2.624 0.474  0.090
H5 -0.647 1.348 1.405  0.097
H6 0.642 2.273 -0.520  0.031
H7 2.888 -0.770 -2.406  0.070
H8 2.292 0.864 -2.988  0.079
H9 -2.645 -1.323 -3.853  0.057
H10 -2.279 -2.012 -2.176  0.046
H11 -1.337 -2.623 -3.724  0.065
H12 -0.964 1.120 -4.156  0.052
H13 2.304 -2.408 -1.034  0.099
H14 2.734 -1.885 0.690  0.101
H15 0.925 -4.500 -0.113  0.088
H16 2.722 -4.501 0.247  0.081
H17 2.342 -1.940 2.863  0.030
H18 2.676 -3.109 4.280  0.013
H19 1.018 -2.319 4.084  0.057
H20 3.396 -5.552 3.244  0.039
H21 1.792 -6.318 3.789  0.035
H22 2.384 -6.532 2.054  0.029
H23 -0.295 -6.945 2.225  0.078
H24 -2.937 -7.415 2.285  0.069
H25 -4.743 -5.384 2.544  0.076
H26 -3.796 -2.798 2.829  0.078
H27 -1.195 -2.406 2.749  0.078
C17 0.760 5.994 -5.187  -0.227
C18 0.945 6.133 -3.674  -0.220
C19 -0.306 5.562 -3.004  -0.217
S1 -0.952 4.326 -4.125  0.684
O3 -2.239 4.773 -4.612  -0.326
O4 -0.758 3.016 -3.550  -0.309
C20 0.256 4.574 -5.413  -0.221
H28 1.690 6.181 -5.728  0.113
H29 0.014 6.716 -5.536  0.117
H30 1.824 5.562 -3.361  0.119
H31 1.108 7.173 -3.381  0.110
H32 -0.073 5.094 -2.047  0.106
H33 -1.072 6.327 -2.868  0.103
H34 -0.206 4.432 -6.389  0.097
H35 1.056 3.845 -5.264  0.117
C21 6.019 0.303 3.755  -0.208
C22 6.713 0.019 5.088  -0.236
C23 5.722 -0.748 5.966  -0.219
S2 4.647 -1.639 4.846  0.666
O5 3.312 -1.105 4.974  -0.343
O6 4.927 -3.056 4.941  -0.336
C24 5.368 -1.008 3.341  -0.211
H36 6.724 0.657 2.999  0.116
H37 5.254 1.075 3.892  0.125
H38 7.601 -0.593 4.913  0.100
H39 7.041 0.940 5.576  0.094
H40 6.230 -1.458 6.621  0.102
H41 5.105 -0.071 6.560  0.103
H42 4.595 -0.883 2.582  0.100
H43 6.115 -1.729 3.002  0.116
C25 -5.458 3.887 -7.363  -0.226
C26 -5.749 3.326 -8.756  -0.226
C27 -4.411 2.917 -9.375  -0.228
S3 -3.335 2.502 -8.005  0.671
O7 -2.254 3.462 -7.964  -0.329
O8 -3.102 1.076 -7.999  -0.326
C28 -4.496 2.902 -6.713  -0.224
H44 -6.370 4.004 -6.774  0.105
H45 -4.985 4.871 -7.453  0.121
H46 -6.397 2.450 -8.667  0.093
H47 -6.268 4.055 -9.385  0.112
H48 -4.517 2.049 -10.027  0.099
H49 -3.955 3.742 -9.925  0.101
H50 -3.968 3.319 -5.854  0.094
H51 -5.009 1.982 -6.429  0.089
C29 11.414 3.202 4.698  -0.225
C30 10.635 3.415 5.998  -0.218
C31 9.590 2.301 6.095  -0.230
S4 10.263 0.906 5.199  0.665
O9 9.435 0.660 4.041  -0.315
O10 10.610 -0.139 6.135  -0.322
C32 11.758 1.718 4.662  -0.234
H52 12.311 3.823 4.657  0.116
H53 10.782 3.461 3.842  0.122
H54 11.321 3.353 6.849  0.117
H55 10.164 4.400 6.029  0.116
H56 9.407 2.011 7.131  0.108
H57 8.653 2.590 5.618  0.099
H58 12.036 1.366 3.669  0.110
H59 12.544 1.479 5.381  0.109
C33 -2.713 -3.261 7.812  -0.223
C34 -2.354 -1.779 7.945  -0.220
C35 -3.078 -1.030 6.824  -0.220
S5 -4.547 -1.983 6.453  0.669
O11 -4.428 -2.506 5.113  -0.323
O12 -5.714 -1.253 6.896  -0.334
C36 -4.221 -3.305 7.606  -0.237
H60 -2.412 -3.832 8.693  0.114
H61 -2.203 -3.688 6.942  0.124
H62 -2.696 -1.408 8.917  0.114
H63 -1.275 -1.618 7.893  0.117
H64 -3.368 -0.025 7.133  0.103
H65 -2.470 -0.981 5.919  0.109
H66 -4.571 -4.252 7.195  0.109
H67 -4.752 -3.078 8.533  0.105
C37 -8.458 -1.823 -6.356  -0.222
C38 -9.239 -1.173 -7.500  -0.221
C39 -9.550 0.266 -7.084  -0.225
S6 -8.246 0.754 -5.960  0.686
O13 -8.820 0.965 -4.653  -0.309
O14 -7.407 1.743 -6.604  -0.328
C40 -7.391 -0.812 -5.958  -0.223
H68 -8.015 -2.775 -6.657  0.118
H69 -9.128 -2.013 -5.512  0.121
H70 -8.624 -1.170 -8.406  0.118
H71 -10.155 -1.724 -7.728  0.113
H72 -9.560 0.940 -7.941  0.102
H73 -10.499 0.332 -6.549  0.105
H74 -6.966 -1.002 -4.972  0.117
H75 -6.597 -0.760 -6.707  0.114